An isolated ion of composition C5H10N and charge +1 at a distorted geometry. Source: OMol25; level of theory: the ωB97M-V functional and the def2-TZVPD basis.

Spin multiplicity: 1
Kohn-Sham gap (eV): 10.6
Net charge: +1
Relative energy (zero: lowest compared OMol25 entry of this formula, charge and spin) (kcal/mol): 53.4
E (eV): -6827.88732
Structure (SMILES): CC([NH3+])=C1CC1
Lowest unoccupied orbital energy (eV): -3.709

The geometry in XYZ format:
```
16
Properties=species:S:1:pos:R:3:forces:R:3:lowdin_charge:R:1
C 1.497 -1.239 -0.017 -1.11 0.26 1.32 -0.012
C 0.523 -0.133 -0.063 0.77 -0.08 0.11 -0.233
N 1.288 1.211 -0.005 -2.40 0.18 -0.81 0.226
C -0.786 -0.119 0.126 0.48 0.75 -1.34 -0.204
C -2.077 -0.792 -0.018 -1.91 -0.39 -1.63 -0.046
C -1.971 0.765 -0.077 0.34 0.16 0.49 -0.078
H 1.958 -0.969 0.919 1.19 -0.69 0.38 0.091
H 2.199 -1.446 -0.806 0.07 0.31 -0.44 0.099
H 0.868 -2.067 0.209 0.00 -1.25 -0.07 0.092
H 1.539 1.440 -0.990 0.26 0.20 1.05 0.189
H 2.059 1.339 0.685 -0.58 -0.49 -0.73 0.188
H 0.460 1.766 0.277 0.91 0.73 -0.21 0.160
H -2.289 -1.252 -1.073 0.57 0.70 2.19 0.156
H -2.734 -1.260 0.801 1.61 0.83 -1.11 0.147
H -2.153 1.417 -0.962 0.42 -1.10 0.36 0.128
H -2.214 1.312 0.816 -0.60 -0.10 0.44 0.098
```
Forces are in eV/Å.

A 2-piece molecular cluster, C5H10N overall at a distorted geometry. Source: OMol25; level of theory: the ωB97M-V functional and the def2-TZVPD basis.

Spin multiplicity: 1
Kohn-Sham gap (eV): 4.5
Net charge: +1
Relative energy (zero: lowest compared OMol25 entry of this formula, charge and spin) (kcal/mol): 176.7
E (eV): -6822.54101
Lowest unoccupied orbital energy (eV): -8.673

The geometry in XYZ format:
```
16
Properties=species:S:1:pos:R:3:forces:R:3:lowdin_charge:R:1
C 3.986 0.336 0.037 -1.42 0.06 0.46 -0.032
C 2.694 0.166 0.426 1.97 -0.11 -0.35 -0.088
C -2.379 -0.075 0.459 -2.94 -1.58 -0.81 -0.154
C -3.734 0.122 0.425 2.55 -0.75 -0.08 0.199
C -0.135 -0.230 -0.449 -4.60 0.64 -5.06 0.203
N -1.700 -0.483 -0.640 5.09 1.41 4.14 0.089
H 4.793 0.151 0.772 -0.49 0.24 -0.73 0.067
H 4.227 0.693 -0.985 -0.02 -0.42 0.86 0.065
H -1.878 -0.037 1.391 0.86 0.38 0.47 0.131
H 2.456 -0.159 1.440 -0.04 0.10 -0.33 0.056
H 1.890 0.265 -0.302 0.37 0.26 0.25 -0.025
H -4.302 -0.088 -0.416 -0.95 0.06 -1.67 0.073
H -4.213 0.395 1.293 -1.07 0.64 1.79 0.066
H 0.274 -1.206 -0.668 1.27 -0.32 1.65 0.104
H 0.037 0.623 -1.219 0.56 -1.75 1.14 0.116
H -2.017 -0.474 -1.563 -1.12 1.14 -1.72 0.130
```
Forces are in eV/Å.

An isolated ion of composition C5H10N and charge +1 at a distorted geometry. Source: OMol25; level of theory: the ωB97M-V functional and the def2-TZVPD basis.

Spin multiplicity: 1
Kohn-Sham gap (spin up / spin down) (eV): 7.5 / 8.0
Net charge: +1
Relative energy (zero: lowest compared OMol25 entry of this formula, charge and spin) (kcal/mol): 96.6
E (eV): -6826.01506
Lowest unoccupied orbital energy (spin up / spin down) (eV): -5.753 / -5.307

The geometry in XYZ format:
```
16
Properties=species:S:1:pos:R:3:forces:R:3:lowdin_charge:R:1
C -0.121 -1.139 -1.033 -0.04 0.35 0.13 0.179
C -1.188 0.773 -0.172 -0.32 0.15 0.34 -0.043
C 1.150 0.666 0.066 -2.65 2.45 -1.18 -0.002
C -2.125 0.209 0.800 -1.10 0.07 -0.03 -0.058
C 2.305 0.083 0.697 0.59 -0.67 2.56 -0.047
N 0.004 0.094 -0.521 1.73 -2.72 -0.10 -0.153
H 0.584 -1.966 -0.943 0.53 0.79 0.19 0.113
H -1.006 -1.430 -1.599 -0.13 0.64 0.51 0.118
H -1.349 1.745 -0.556 0.14 0.80 -0.54 0.122
H 0.982 1.797 0.014 0.60 -1.73 0.42 0.166
H -1.731 -0.523 1.453 0.78 -1.27 0.25 0.079
H -3.090 -0.170 0.402 0.57 0.05 -0.24 0.113
H -2.441 0.950 1.508 -0.21 0.97 0.15 0.086
H 2.655 0.727 1.565 -0.20 -0.36 -1.45 0.130
H 3.135 -0.246 0.105 0.65 0.63 -1.00 0.098
H 2.158 -0.875 1.202 -0.94 -0.17 -0.01 0.099
```
Forces are in eV/Å.

An isolated ion of composition C5H10N and charge +1 at a distorted geometry. Source: OMol25; level of theory: the ωB97M-V functional and the def2-TZVPD basis.

Spin multiplicity: 1
Kohn-Sham gap (spin up / spin down) (eV): 6.9 / 7.3
Net charge: +1
Relative energy (zero: lowest compared OMol25 entry of this formula, charge and spin) (kcal/mol): 118.2
E (eV): -6825.07707
Lowest unoccupied orbital energy (spin up / spin down) (eV): -4.606 / -4.118

The geometry in XYZ format:
```
16
Properties=species:S:1:pos:R:3:forces:R:3:lowdin_charge:R:1
C 0.824 0.061 -0.061 -2.38 -4.14 -1.62 -0.379
C -1.854 0.353 -0.375 4.42 0.82 -0.92 0.084
C -0.458 0.512 -0.184 -3.02 1.60 0.99 -0.065
C 1.368 -1.274 -0.440 1.03 -1.20 -0.50 -0.036
C -3.149 -0.083 -0.077 -0.31 -1.53 -0.16 -0.089
N 1.816 1.010 0.127 2.19 3.21 0.79 0.166
H -0.423 1.625 -0.041 -0.44 -0.29 0.01 0.144
H 0.992 -1.635 -1.396 -0.11 0.17 -0.15 0.088
H 1.279 -2.169 0.218 -0.30 1.01 0.17 0.102
H 2.464 -1.161 -0.592 -0.50 -0.26 -0.03 0.084
H -4.016 0.543 -0.215 0.02 0.68 -0.52 0.103
H -3.276 -0.613 0.840 -0.06 -0.43 0.94 0.079
H -3.218 -0.840 -0.911 -0.23 0.26 0.37 0.147
H 2.739 0.625 0.367 -0.56 -0.32 0.64 0.179
H 1.419 1.541 0.921 1.20 0.65 -0.35 0.187
H 2.123 1.638 -0.660 -0.95 -0.23 0.35 0.205
```
Forces are in eV/Å.

An isolated ion of composition C5H10N and charge +1 at a distorted geometry. Source: OMol25; level of theory: the ωB97M-V functional and the def2-TZVPD basis.

Spin multiplicity: 1
Kohn-Sham gap (eV): 9.5
Net charge: +1
Relative energy (zero: lowest compared OMol25 entry of this formula, charge and spin) (kcal/mol): 34.1
E (eV): -6828.72307
Structure (SMILES): [NH3+][C@@H]1C[C@@H]2C[C@@H]21
Lowest unoccupied orbital energy (eV): -3.669

The geometry in XYZ format:
```
16
Properties=species:S:1:pos:R:3:forces:R:3:lowdin_charge:R:1
N 1.426 -1.188 -0.161 0.09 -0.08 -0.06 0.229
C 0.513 -0.266 0.654 -0.10 0.58 0.17 -0.276
C -0.977 -0.620 0.622 -0.29 -0.05 -0.05 -0.110
C -1.383 0.769 0.143 3.32 0.24 -0.29 -0.052
C -0.612 1.090 -1.088 -0.20 0.04 0.17 -0.132
C 0.387 1.104 0.043 -2.96 -0.69 0.17 -0.068
H 1.529 -2.103 0.293 0.06 0.13 -0.25 0.177
H 2.351 -0.753 -0.276 -0.24 -0.22 0.05 0.180
H 1.013 -1.312 -1.094 0.21 -0.08 0.23 0.164
H 0.921 -0.248 1.665 0.01 -0.08 -0.13 0.160
H -1.370 -0.870 1.603 0.10 -0.07 0.03 0.125
H -1.264 -1.408 -0.078 -0.01 -0.14 -0.04 0.123
H -2.065 1.422 0.646 -0.20 0.24 0.04 0.130
H -0.528 0.327 -1.858 -0.06 -0.10 -0.13 0.107
H -0.805 2.064 -1.517 0.06 0.05 0.00 0.123
H 0.863 1.991 0.402 0.22 0.23 0.08 0.121
```
Forces are in eV/Å.

An isolated ion of composition C5H10N and charge +1 at a distorted geometry. Source: OMol25; level of theory: the ωB97M-V functional and the def2-TZVPD basis.

Spin multiplicity: 3
Kohn-Sham gap (spin up / spin down) (eV): 7.6 / 9.1
Net charge: +1
Relative energy (zero: lowest compared OMol25 entry of this formula, charge and spin) (kcal/mol): 70.3
E (eV): -6823.18287
Lowest unoccupied orbital energy (spin up / spin down) (eV): -3.042 / -7.416

The geometry in XYZ format:
```
16
Properties=species:S:1:pos:R:3:forces:R:3:lowdin_charge:R:1
C -0.262 -0.789 -0.475 2.00 8.92 3.02 -0.226
C -0.313 -2.015 -0.983 -2.30 -6.08 -2.62 0.147
C -0.869 0.389 0.001 -0.38 -0.83 1.31 -0.110
C -1.215 1.618 -0.826 3.00 0.64 1.24 -0.017
C 1.521 -0.490 1.349 -0.33 1.21 -0.42 0.036
N 0.775 0.055 0.101 -0.83 1.09 0.83 0.009
H 0.453 -2.672 -1.161 1.71 -1.30 -0.28 0.063
H -1.312 -2.247 -1.262 -0.47 -0.80 -0.54 0.091
H -1.479 0.345 1.005 1.42 0.09 -1.44 0.193
H -0.455 1.771 -1.623 -0.33 -0.08 0.52 0.102
H -1.089 2.409 -0.042 -0.67 -0.04 -1.22 0.111
H -2.135 1.589 -1.333 -1.51 -0.13 -0.08 0.077
H 1.546 -1.567 1.106 0.71 0.51 0.82 0.098
H 2.473 0.105 1.365 -0.54 -1.27 -0.15 0.111
H 1.041 -0.238 2.334 -0.10 -0.46 -1.26 0.113
H 1.385 0.786 -0.402 -1.38 -1.47 0.27 0.205
```
Forces are in eV/Å.

Please write out number 4 again, unchanged.
An isolated ion of composition C5H10N and charge +1 at a distorted geometry. Source: OMol25; level of theory: the ωB97M-V functional and the def2-TZVPD basis.

Spin multiplicity: 1
Kohn-Sham gap (spin up / spin down) (eV): 6.9 / 7.3
Net charge: +1
Relative energy (zero: lowest compared OMol25 entry of this formula, charge and spin) (kcal/mol): 118.2
E (eV): -6825.07707
Lowest unoccupied orbital energy (spin up / spin down) (eV): -4.606 / -4.118

The geometry in XYZ format:
```
16
Properties=species:S:1:pos:R:3:forces:R:3:lowdin_charge:R:1
C 0.824 0.061 -0.061 -2.38 -4.14 -1.62 -0.379
C -1.854 0.353 -0.375 4.42 0.82 -0.92 0.084
C -0.458 0.512 -0.184 -3.02 1.60 0.99 -0.065
C 1.368 -1.274 -0.440 1.03 -1.20 -0.50 -0.036
C -3.149 -0.083 -0.077 -0.31 -1.53 -0.16 -0.089
N 1.816 1.010 0.127 2.19 3.21 0.79 0.166
H -0.423 1.625 -0.041 -0.44 -0.29 0.01 0.144
H 0.992 -1.635 -1.396 -0.11 0.17 -0.15 0.088
H 1.279 -2.169 0.218 -0.30 1.01 0.17 0.102
H 2.464 -1.161 -0.592 -0.50 -0.26 -0.03 0.084
H -4.016 0.543 -0.215 0.02 0.68 -0.52 0.103
H -3.276 -0.613 0.840 -0.06 -0.43 0.94 0.079
H -3.218 -0.840 -0.911 -0.23 0.26 0.37 0.147
H 2.739 0.625 0.367 -0.56 -0.32 0.64 0.179
H 1.419 1.541 0.921 1.20 0.65 -0.35 0.187
H 2.123 1.638 -0.660 -0.95 -0.23 0.35 0.205
```
Forces are in eV/Å.

What is the formula in the first record?
C5H10N